(1)
A structure of composition C23H51As3BaO6 in a non-equilibrium geometry. Source: the OMol25 dataset; level of theory: wB97M-V/def2-TZVPD.

```
! RIJCOSX wB97M-V def2-TZVPD def2/J DEFGRID3
* xyz 2 1
Ba 0.3633 0.1744 -0.4607
C 1.1125 -2.6277 1.6095
C 2.2852 -1.6660 1.4489
O 1.8937 -0.4391 0.8995
C 1.0798 0.3231 1.7605
C 1.2720 1.7760 1.4375
O 0.6079 2.1559 0.2562
C -0.2541 3.2559 0.4008
C -1.4847 2.8948 1.2205
O -2.1212 1.8138 0.5746
C -3.2386 1.3091 1.2809
C -2.8080 0.2902 2.3384
O -2.1981 -0.8498 1.7638
C -3.0656 -1.9011 1.3685
C -3.2070 -2.0261 -0.1571
O -1.9859 -2.1555 -0.8640
C -1.4158 -3.4520 -0.9055
C -0.4824 -3.7557 0.2720
O 0.4713 -2.7138 0.3518
H 0.4071 -2.2621 2.3721
H 1.4896 -3.6020 1.9444
H 3.0076 -2.1081 0.7555
H 2.7768 -1.5293 2.4206
H 1.3554 0.1528 2.7997
H 0.0368 0.0544 1.6506
H 2.3449 1.9668 1.3156
H 0.9341 2.3714 2.2885
H -0.5670 3.5253 -0.6142
H 0.2565 4.1111 0.8569
H -2.1587 3.7550 1.2812
H -1.1946 2.6218 2.2428
H -3.8740 0.8274 0.5348
H -3.7931 2.1264 1.7543
H -3.6633 0.0080 2.9571
H -2.0546 0.7387 2.9945
H -4.0594 -1.7611 1.8051
H -2.6400 -2.8207 1.7811
H -3.6617 -1.1172 -0.5618
H -3.8618 -2.8828 -0.3626
H -0.8171 -3.4516 -1.8259
H -2.1979 -4.2209 -0.9669
H 0.0227 -4.7151 0.0993
H -1.0405 -3.8287 1.2114
C -0.8460 2.6858 -4.1368
As -1.1675 1.1663 -2.8866
C -2.9982 1.7323 -2.4683
C -1.8209 -0.2714 -4.1108
C -0.9116 -1.0197 -5.1011
C -0.0805 -0.0167 -5.8916
C 0.0018 -2.0323 -4.3950
As 1.1401 -1.4891 -2.8374
C 2.1011 -3.2276 -2.7819
C 2.6197 -0.5848 -3.7815
C -1.8844 -1.7714 -6.0348
As -1.4957 -3.0380 -7.5859
C -1.2064 -1.7235 -9.0287
C 0.3988 -3.5899 -7.4334
H 0.2043 2.7570 -4.4208
H -1.1279 3.6099 -3.6227
H -1.4645 2.5823 -5.0327
H -3.5488 1.9665 -3.3886
H -2.9859 2.6147 -1.8292
H -3.5046 0.9228 -1.9426
H -2.6370 0.1950 -4.6822
H -2.2563 -0.9956 -3.4098
H 0.5602 0.5384 -5.2011
H -0.7295 0.6788 -6.4227
H 0.5322 -0.5340 -6.6253
H 0.6868 -2.4574 -5.1394
H -0.6269 -2.8452 -4.0081
H 2.5844 -3.4285 -3.7476
H 1.4274 -4.0514 -2.5436
H 2.8701 -3.1659 -2.0095
H 2.7356 -0.9619 -4.8031
H 3.5365 -0.7986 -3.2267
H 2.4725 0.4971 -3.7959
H -2.5191 -1.0290 -6.5264
H -2.5529 -2.3608 -5.4000
H -2.0399 -1.0252 -9.0832
H -1.1700 -2.2660 -9.9746
H -0.2763 -1.1684 -8.9203
H 0.5637 -4.2311 -6.5700
H 1.0967 -2.7555 -7.4258
H 0.5985 -4.1842 -8.3255
*
```

Values from the calculation:
Relative energy (zero: lowest compared OMol25 entry of this formula, charge and spin), kcal per mole: 89.5

(2)
A cluster of 2 separate species, C4H12N2 in total in a non-equilibrium geometry. Source: the OMol25 dataset; level of theory: wB97M-V/def2-TZVPD.

```
! RIJCOSX wB97M-V def2-TZVPD def2/J DEFGRID3
* xyz 0 1
C 0.8446 1.3955 -2.6716
C -0.3043 0.8603 -2.2824
N -0.5432 -0.4914 -1.9220
H 1.7760 0.7731 -2.8992
H 1.1102 2.4152 -3.1127
H -1.0646 1.7560 -2.0321
H 0.1664 -1.1507 -2.2064
H -1.4152 -0.9121 -2.0089
C 0.6658 -1.1381 2.3530
C -0.0083 0.1743 1.9989
N -1.2197 -0.0332 1.1855
H 0.1372 -1.9414 2.0147
H 1.7045 -1.2621 1.9558
H 0.7566 -1.3891 3.4944
H -0.3171 0.8204 2.7897
H 0.6990 0.8501 1.4527
H -1.0199 -0.1230 0.2209
H -1.9677 -0.6037 1.6697
*
```

Values from the calculation:
Structure (SMILES): C=CN.CCN
Relative energy (zero: lowest compared OMol25 entry of this formula, charge and spin), kcal per mole: 54.8

(3)
A cluster of 2 separate species, C2H2ClNO3 in total in a non-equilibrium geometry. Source: the OMol25 dataset; level of theory: wB97M-V/def2-TZVPD.

```
! RIJCOSX wB97M-V def2-TZVPD def2/J DEFGRID3
* xyz -2 1
C 0.8003 1.3310 -0.0965
C 1.4228 -0.0347 -0.4714
N 1.2943 -1.0724 0.3305
O 0.3596 1.2204 1.0549
O 1.7411 -2.2803 0.1795
O 0.7678 2.3097 -0.8280
Cl -9.2668 -0.1441 0.0356
H 2.0595 -0.3892 -1.3852
H 0.8214 -0.9402 1.1805
*
```

Values from the calculation:
Relative energy (zero: lowest compared OMol25 entry of this formula, charge and spin), kcal per mole: 28.3

(4)
A structure of composition C2H7OPS in a non-equilibrium geometry. Source: the OMol25 dataset; level of theory: wB97M-V/def2-TZVPD.

```
! RIJCOSX wB97M-V def2-TZVPD def2/J DEFGRID3
* xyz 0 1
C 0.6215 1.9671 0.1050
C 0.5311 -1.8362 -0.3649
O 0.8353 0.5970 -0.1659
P -0.0186 -0.4674 0.6984
S -2.6610 0.1064 -0.0438
H 0.6258 2.3112 1.1849
H -0.3450 2.3020 -0.1010
H 1.2430 2.4086 -0.6241
H 1.3557 -2.2775 0.1151
H 0.7680 -1.4154 -1.2985
H -0.1082 -2.7450 -0.2755
H -2.8476 -0.9507 0.7703
*
```

Values from the calculation:
Relative energy (zero: lowest compared OMol25 entry of this formula, charge and spin), kcal per mole: 60.3

(5)
A cluster of 9 separate species, C52H56BF2O2 in total in a non-equilibrium geometry. Source: the OMol25 dataset; level of theory: wB97M-V/def2-TZVPD.

```
! RIJCOSX wB97M-V def2-TZVPD def2/J DEFGRID3
* xyz -1 1
F -0.0852 1.6067 4.0729
C -0.9373 2.0813 3.0396
C -1.7105 0.9123 2.4577
C -3.1779 1.1899 2.2517
C -4.0618 -0.0427 2.3856
O -5.3435 0.5447 2.1822
B -5.2167 1.8249 2.9614
F -5.6647 2.8448 2.0224
O -3.7711 2.0490 3.2085
H -0.2814 2.5413 2.3086
H -1.5910 2.8190 3.4808
H -1.5311 0.0498 3.0860
H -1.2809 0.6695 1.4905
H -3.4063 1.6154 1.2729
H -3.7509 -0.7653 1.6272
H -4.1055 -0.4127 3.4082
H -5.9036 1.8424 3.9717
C 3.6901 4.4591 0.6014
C 3.1007 4.5651 1.8539
C 2.7620 3.4185 2.5571
C 3.0151 2.1692 2.0136
C 3.5986 2.0639 0.7600
C 3.9354 3.2085 0.0493
H 3.9469 5.3547 0.0493
H 2.8974 5.5410 2.2761
H 2.2852 3.4956 3.5256
H 2.7403 1.2780 2.5630
H 3.7790 1.0844 0.3348
H 4.3790 3.1261 -0.9351
C -5.2195 -4.2354 4.8961
C -5.4883 -4.4682 6.2381
C -6.0699 -3.4724 7.0105
C -6.3880 -2.2468 6.4398
C -6.1239 -2.0145 5.0972
C -5.5372 -3.0094 4.3286
H -4.7606 -5.0090 4.2931
H -5.2422 -5.4246 6.6826
H -6.2733 -3.6506 8.0592
H -6.8409 -1.4701 7.0422
H -6.3681 -1.0592 4.6475
H -5.3265 -2.8206 3.2839
C 2.0194 -2.8020 -2.5759
C 1.9362 -2.4184 -1.2455
C 1.9605 -1.0733 -0.9106
C 2.0652 -0.1112 -1.9058
C 2.1529 -0.4947 -3.2367
C 2.1299 -1.8421 -3.5723
H 1.9944 -3.8519 -2.8387
H 1.8407 -3.1681 -0.4705
H 1.8870 -0.7719 0.1267
H 2.0679 0.9377 -1.6381
H 2.2279 0.2562 -4.0126
H 2.1908 -2.1439 -4.6107
C 6.5218 -6.3045 -3.7425
C 6.2322 -6.5022 -2.3995
C 5.5871 -5.5094 -1.6744
C 5.2273 -4.3210 -2.2943
C 5.5167 -4.1235 -3.6367
C 6.1664 -5.1133 -4.3601
H 7.0229 -7.0791 -4.3087
H 6.5072 -7.4319 -1.9180
H 5.3625 -5.6624 -0.6267
H 4.7184 -3.5483 -1.7332
H 5.2314 -3.1966 -4.1186
H 6.3905 -4.9590 -5.4079
C -1.5592 -3.2214 -1.7001
C -1.0204 -4.4987 -1.6306
C -1.6347 -5.4720 -0.8555
C -2.7934 -5.1683 -0.1534
C -3.3325 -3.8912 -0.2222
C -2.7142 -2.9168 -0.9935
H -1.0738 -2.4618 -2.3001
H -0.1181 -4.7343 -2.1789
H -1.2095 -6.4660 -0.7956
H -3.2743 -5.9265 0.4513
H -4.2333 -3.6525 0.3279
H -3.1313 -1.9194 -1.0399
C 3.2809 -7.6568 -8.1918
C 3.2354 -7.2730 -6.8590
C 3.2857 -5.9280 -6.5220
C 3.3758 -4.9665 -7.5184
C 3.4189 -5.3498 -8.8515
C 3.3740 -6.6952 -9.1883
H 3.2433 -8.7061 -8.4545
H 3.1614 -8.0221 -6.0815
H 3.2581 -5.6288 -5.4820
H 3.4124 -3.9170 -7.2551
H 3.4871 -4.5994 -9.6284
H 3.4109 -6.9946 -10.2278
C -3.6684 7.5657 2.8110
C -4.1949 7.6807 4.0896
C -4.5860 6.5405 4.7809
C -4.4449 5.2879 4.1982
C -3.9167 5.1695 2.9218
C -3.5318 6.3106 2.2288
H -3.3664 8.4539 2.2676
H -4.3021 8.6574 4.5468
H -5.0033 6.6296 5.7769
H -4.7470 4.3959 4.7319
H -3.8126 4.1881 2.4795
H -3.1246 6.2209 1.2288
C 1.5224 7.6305 -0.1722
C 2.5567 8.1295 -0.9516
C 2.8012 9.4950 -0.9901
C 2.0146 10.3610 -0.2437
C 0.9819 9.8616 0.5377
C 0.7335 8.4967 0.5717
H 1.3309 6.5653 -0.1427
H 3.1727 7.4528 -1.5304
H 3.6048 9.8846 -1.6020
H 2.2067 11.4260 -0.2710
H 0.3692 10.5366 1.1209
H -0.0742 8.1072 1.1778
*
```

(6)
A cluster of 15 separate species, C44H100Cl8O37P4 in total in a non-equilibrium geometry. Source: the OMol25 dataset; level of theory: wB97M-V/def2-TZVPD.

```
! RIJCOSX wB97M-V def2-TZVPD def2/J DEFGRID3
* xyz 0 1
C -0.1146 1.0171 5.4909
Cl 0.6763 -0.3168 6.2833
Cl 1.0366 1.9862 4.5916
H -0.7643 0.6538 4.6946
H -0.7607 1.6505 6.0987
C 2.0847 6.1268 2.8423
Cl 2.3358 7.6100 1.8765
Cl 1.4674 4.8489 1.7390
H 2.9640 5.7027 3.3272
H 1.2899 6.3816 3.5434
C 0.7206 4.2921 -1.9736
Cl 2.4102 4.1053 -2.5750
Cl 0.2068 5.9564 -1.7685
H 0.0061 3.8591 -2.6737
H 0.5128 3.7845 -1.0317
C -1.7346 7.2739 1.1992
Cl -2.7752 5.8412 1.3261
Cl -2.2152 8.1911 -0.2209
H -1.6807 7.8709 2.1096
H -0.7193 6.9277 1.0061
C 1.6581 -2.8818 3.7380
C 1.9707 -1.6680 2.7961
O 3.1288 -1.8972 1.9551
C 3.0391 -2.5743 0.8585
O 2.0609 -3.1376 0.3635
O 4.1910 -2.4519 0.3090
C 4.4935 -3.2189 -0.8464
H 2.5724 -3.0923 4.2928
H 1.5176 -3.8058 3.1771
H 0.8861 -2.7388 4.4940
H 2.0790 -0.8420 3.4990
H 1.1218 -1.2847 2.2300
H 4.0528 -2.9794 -1.8141
H 4.2270 -4.2501 -0.6146
H 5.5642 -3.3027 -1.0326
C -3.9509 5.6984 -2.2650
C -3.2139 4.3788 -2.6141
O -4.0191 3.5311 -3.4345
C -3.7840 2.2278 -3.5479
O -4.5180 1.4911 -4.1842
O -2.6994 1.8536 -2.8151
C -2.1639 0.5555 -3.1169
H -3.2911 6.3317 -1.6719
H -4.8982 5.4792 -1.7723
H -4.2369 6.2659 -3.1505
H -3.0676 3.8390 -1.6785
H -2.2194 4.6476 -2.9701
H -1.6058 -0.0070 -2.3683
H -1.3297 0.8819 -3.7380
H -2.7218 -0.0856 -3.7994
C 0.9226 -4.3546 -3.1026
C 0.1025 -3.2107 -3.6514
O -0.6077 -3.8103 -4.7581
C -1.2615 -3.0456 -5.6162
O -1.3708 -1.8300 -5.6417
O -1.8026 -3.8985 -6.4700
C -2.6586 -3.4400 -7.5316
H 1.5189 -4.8676 -3.8571
H 0.2723 -4.9935 -2.5051
H 1.6802 -3.8879 -2.4729
H 0.7946 -2.4252 -3.9551
H -0.5658 -2.8541 -2.8676
H -3.2552 -4.2631 -7.9247
H -2.1547 -3.0567 -8.4189
H -3.4129 -2.7208 -7.2121
C -7.1036 -0.0281 5.0371
C -5.5966 0.1672 5.2572
O -5.3436 1.5265 5.1192
C -4.1826 2.0148 4.8305
O -3.1760 1.3530 4.5702
O -4.3220 3.2880 4.8491
C -3.3513 4.1157 4.3466
H -7.3293 -1.0782 5.2228
H -7.4740 0.1506 4.0277
H -7.6834 0.5266 5.7748
H -5.0886 -0.4393 4.5074
H -5.2050 -0.1609 6.2200
H -3.3308 4.1637 3.2578
H -2.3259 3.9099 4.6535
H -3.7180 5.0642 4.7391
C -2.1619 -2.3143 4.7802
C -2.6664 -3.8163 4.6262
O -1.9101 -4.4678 3.6205
C -2.2672 -4.3396 2.3132
O -3.2026 -3.6358 1.8131
O -1.3564 -5.0718 1.6971
C -1.3043 -5.1037 0.2930
H -1.0904 -2.2111 4.9520
H -2.8065 -1.8548 5.5294
H -2.4622 -1.7731 3.8830
H -3.7170 -3.8354 4.3365
H -2.6190 -4.4467 5.5142
H -2.3114 -5.2080 -0.1107
H -0.6834 -5.9244 -0.0660
H -0.8060 -4.1919 -0.0364
C 6.3542 3.8232 -1.2696
C 6.3142 2.7825 -0.1871
O 5.3674 3.0148 0.8500
C 5.7265 3.0528 2.1714
O 6.8753 2.9070 2.6130
O 4.6271 3.2801 2.9054
C 4.6953 3.1232 4.3332
H 6.8615 3.4337 -2.1523
H 6.8587 4.7086 -0.8829
H 5.3825 4.1352 -1.6526
H 7.3130 2.6483 0.2281
H 6.1409 1.8033 -0.6333
H 3.6991 3.1711 4.7729
H 5.2425 3.9939 4.6945
H 5.2194 2.2080 4.6088
C -3.7346 -7.0062 -3.3148
C -3.0936 -5.7840 -4.0300
O -3.9605 -4.6417 -3.9454
C -3.8227 -3.8668 -2.8642
O -2.9248 -3.8858 -2.0462
O -4.8761 -3.1530 -2.6872
C -5.0657 -2.2662 -1.5811
H -3.5412 -6.9093 -2.2464
H -3.1580 -7.8848 -3.6037
H -4.7835 -7.2039 -3.5357
H -3.0603 -5.9822 -5.1013
H -2.1171 -5.5290 -3.6183
H -5.8575 -1.5836 -1.8895
H -4.1566 -1.6672 -1.6335
H -5.1334 -2.7427 -0.6031
C 2.4503 1.5946 1.1727
O 1.1694 1.0092 1.3666
P 0.0976 1.0669 0.1428
O 0.6479 1.0888 -1.2301
O -0.9275 -0.1494 0.4764
C -0.6661 -1.4900 0.0571
O -0.8484 2.3299 0.4305
C -1.4115 2.5760 1.7489
H 2.5985 2.2867 2.0016
H 2.4421 2.1926 0.2613
H 3.2985 0.9100 1.1674
H -1.4666 -1.7930 -0.6177
H -0.7650 -2.1670 0.9056
H 0.2421 -1.6688 -0.5185
H -2.4867 2.4505 1.8758
H -1.2831 3.6485 1.8950
H -0.9413 2.0059 2.5501
C -7.1100 1.5720 -1.3495
O -6.4656 2.5469 -0.5119
P -5.7556 2.0544 0.8595
O -5.1505 3.1038 1.7057
O -6.9278 1.2525 1.7380
C -8.1313 1.9010 2.2339
O -4.7664 0.8160 0.3828
C -4.2016 -0.0233 1.3590
H -7.2592 0.6353 -0.8124
H -6.4254 1.4151 -2.1832
H -8.0845 1.8726 -1.7342
H -8.3408 2.7690 1.6088
H -8.0572 2.3521 3.2233
H -9.0573 1.3299 2.1659
H -4.2716 -1.0568 1.0197
H -4.6374 0.0800 2.3527
H -3.1666 0.3014 1.4663
C 3.6690 0.2686 -2.0879
O 4.5095 0.0771 -3.2583
P 3.9663 -0.6925 -4.5772
O 3.1284 -1.8926 -4.2406
O 3.1430 0.4458 -5.3490
C 1.7661 0.6280 -5.0448
O 5.3143 -0.9304 -5.4651
C 6.1964 0.1898 -5.7582
H 3.4095 1.3191 -1.9567
H 4.2406 -0.0305 -1.2093
H 2.8393 -0.4353 -2.0222
H 1.6290 1.5319 -4.4513
H 1.2444 -0.1292 -4.4595
H 1.1289 0.8649 -5.8968
H 5.9710 0.6228 -6.7328
H 7.2228 -0.1766 -5.7745
H 6.0606 0.9667 -5.0057
C 6.3261 -0.6048 1.9914
O 7.7253 -0.4674 1.6370
P 8.5090 -1.7939 1.0504
O 9.9902 -1.7016 1.0109
O 7.9018 -2.9863 1.9356
C 8.1005 -4.3886 1.6182
O 7.7921 -2.0353 -0.4394
C 8.0998 -1.1486 -1.5435
H 6.0873 0.0087 2.8601
H 6.0072 -1.6352 2.1483
H 5.7808 -0.1705 1.1534
H 8.1620 -4.9272 2.5638
H 9.0390 -4.4988 1.0748
H 7.3165 -4.8299 1.0028
H 8.9492 -0.5365 -1.2405
H 7.3067 -0.4277 -1.7418
H 8.3381 -1.7238 -2.4382
*
```

| no. | Kohn-Sham gap (eV) | HOMO level (eV) | calculated total energy (Ha) |
| --- | --- | --- | --- |
| 1 | 7.47 | -12.21 | -8090.52837 |
| 2 | 9.47 | -8.41 | -269.02902 |
| 3 | 7.71 | -1.96 | -818.09437 |
| 4 | 7.99 | -8.46 | -895.12004 |
| 5 | 7.25 | -5.42 | -2390.27952 |
| 6 | 10.54 | -10.44 | -9567.67999 |